{
  "formula": "C6H11NO",
  "method": "ωB97M-V with the def2-TZVPD basis set",
  "relative_energy_kj_mol": 498.1,
  "homo_lumo_gap_ev": [8.04, 7.99],
  "symbols": ["C", "C", "C", "C", "C", "C", "O", "N", "H", "H", "H", "H", "H", "H", "H", "H", "H", "H", "H"],
  "coordinates": [[-1.85, 0.40, 1.30], [-0.58, -1.66, -1.25], [2.29, 0.14, 0.72], [-0.09, 0.85, -0.33], [0.01, -0.55, -0.49], [1.33, 0.08, -0.44], [-0.51, 1.81, -1.25], [-0.48, 0.77, 1.01], [-0.74, 2.60, -0.74], [1.82, 0.04, -1.42], [-2.42, 0.07, 0.43], [-1.88, -0.38, 2.06], [-2.35, 1.27, 1.75], [-0.04, -1.77, -2.20], [-0.45, -2.60, -0.71], [-1.64, -1.50, -1.47], [2.94, 1.01, 0.63], [1.74, 0.20, 1.65], [2.91, -0.76, 0.73]]
}

---

{
  "formula": "C5H5Cl",
  "method": "ωB97M-V with the def2-TZVPD basis set",
  "relative_energy_kj_mol": 183.8,
  "homo_lumo_gap_ev": 10.50,
  "smiles": "C#CC/C=C/Cl",
  "symbols": ["C", "C", "C", "C", "C", "Cl", "H", "H", "H", "H", "H"],
  "coordinates": [[-0.88, 1.92, 1.98], [-1.18, 1.49, 0.88], [-1.57, 0.97, -0.50], [-0.60, -0.15, -0.93], [0.39, -0.45, -0.09], [1.66, -1.56, -0.49], [-0.69, 2.18, 3.00], [-1.65, 1.74, -1.30], [-2.55, 0.50, -0.47], [-0.76, -0.52, -1.98], [0.50, -0.03, 0.93]]
}

---

{
  "formula": "C8H14",
  "method": "ωB97M-V with the def2-TZVPD basis set",
  "relative_energy_kj_mol": 1007.9,
  "homo_lumo_gap_ev": 9.24,
  "symbols": ["C", "C", "C", "C", "C", "C", "C", "C", "H", "H", "H", "H", "H", "H", "H", "H", "H", "H", "H", "H", "H", "H"],
  "coordinates": [[-2.96, -0.08, 0.28], [-1.57, 0.15, -0.38], [-0.30, -0.61, -0.66], [0.76, -1.49, -0.07], [1.79, -0.75, 0.34], [2.12, 0.74, -0.11], [0.60, 1.52, 0.02], [-0.43, 0.47, 0.46], [-3.81, 0.94, -0.08], [-3.05, -0.30, 1.76], [-3.26, -1.30, -0.21], [-1.52, 0.89, -1.15], [-0.06, 0.05, -1.54], [0.30, -1.90, 0.59], [1.05, -2.06, -1.10], [2.64, -1.56, 0.36], [1.70, -0.52, 1.45], [2.24, 0.69, -1.14], [2.82, 1.45, 0.47], [0.87, 2.13, 0.82], [0.06, 2.01, -0.86], [0.01, -0.22, 1.35]]
}

---

{
  "formula": "C10H17O2S",
  "method": "ωB97M-V with the def2-TZVPD basis set",
  "charge": -1,
  "relative_energy_kj_mol": 83.8,
  "homo_lumo_gap_ev": 6.01,
  "smiles": "CS/C(C)=C/C(CC(C)C)=C(/[O-])O",
  "symbols": ["C", "S", "C", "C", "C", "C", "C", "C", "C", "C", "C", "O", "O", "H", "H", "H", "H", "H", "H", "H", "H", "H", "H", "H", "H", "H", "H", "H", "H", "H"],
  "coordinates": [[1.23, -2.70, -3.66], [-0.24, -2.55, -2.64], [0.17, -1.66, -1.15], [0.35, -2.46, 0.12], [0.14, -0.21, -1.12], [0.52, 1.03, -0.36], [0.41, 1.06, 1.17], [-1.00, 0.92, 1.82], [-0.88, 0.69, 3.34], [-1.95, 2.07, 1.40], [0.93, 2.20, -1.05], [1.05, 3.32, -0.52], [1.23, 2.13, -2.41], [1.23, -3.44, -4.52], [2.17, -2.82, -2.98], [1.41, -1.79, -4.08], [1.39, -2.89, 0.09], [-0.28, -3.31, 0.11], [0.15, -2.00, 1.06], [-0.12, 0.00, -2.25], [1.02, 0.31, 1.69], [0.75, 2.19, 1.49], [-1.43, -0.11, 1.51], [-0.30, 1.44, 3.81], [-0.51, -0.32, 3.66], [-1.92, 0.70, 3.99], [-1.93, 2.81, 2.19], [-3.01, 1.72, 1.50], [-1.66, 2.51, 0.44], [1.07, 1.18, -2.65]]
}

---

{
  "formula": "C54H87N3O18",
  "method": "ωB97M-V with the def2-TZVPD basis set",
  "homo_lumo_gap_ev": 8.56,
  "symbols": ["C", "C", "C", "C", "C", "C", "N", "O", "O", "H", "H", "H", "H", "H", "C", "C", "C", "C", "C", "C", "N", "O", "O", "H", "H", "H", "H", "H", "C", "C", "C", "C", "C", "C", "N", "O", "O", "H", "H", "H", "H", "H", "C", "C", "O", "C", "H", "H", "H", "H", "H", "H", "C", "C", "O", "C", "H", "H", "H", "H", "H", "H", "C", "C", "O", "C", "H", "H", "H", "H", "H", "H", "C", "C", "O", "C", "H", "H", "H", "H", "H", "H", "C", "C", "O", "C", "H", "H", "H", "H", "H", "H", "C", "C", "O", "C", "H", "H", "H", "H", "H", "H", "C", "C", "O", "C", "H", "H", "H", "H", "H", "H", "C", "C", "O", "C", "H", "H", "H", "H", "H", "H", "C", "C", "O", "C", "H", "H", "H", "H", "H", "H", "C", "C", "O", "C", "H", "H", "H", "H", "H", "H", "C", "C", "O", "C", "H", "H", "H", "H", "H", "H", "C", "C", "O", "C", "H", "H", "H", "H", "H", "H"],
  "coordinates": [[-1.53, -3.75, -7.71], [-2.32, -3.03, -8.53], [-2.06, -2.92, -9.89], [-0.96, -3.64, -10.41], [-0.20, -4.44, -9.58], [-0.51, -4.55, -8.24], [-0.74, -3.57, -11.85], [-1.69, -3.15, -12.55], [0.37, -3.74, -12.33], [-1.76, -3.94, -6.67], [-3.17, -2.52, -8.10], [-2.69, -2.28, -10.48], [0.59, -5.03, -10.01], [-0.01, -5.19, -7.53], [-1.76, -0.13, 1.81], [-0.94, 0.99, 1.71], [-0.32, 1.29, 0.51], [-0.53, 0.56, -0.68], [-1.32, -0.60, -0.55], [-1.87, -0.95, 0.67], [0.23, 0.86, -1.93], [0.16, 0.08, -2.92], [0.83, 1.91, -1.93], [-2.14, -0.44, 2.78], [-0.76, 1.58, 2.60], [0.41, 2.09, 0.56], [-1.56, -1.16, -1.44], [-2.40, -1.89, 0.72], [3.25, 8.20, -3.36], [4.33, 8.91, -3.89], [5.33, 9.38, -3.05], [5.24, 9.22, -1.65], [4.08, 8.61, -1.15], [3.12, 8.12, -2.00], [6.26, 9.76, -0.75], [7.13, 10.39, -1.27], [6.29, 9.54, 0.45], [2.41, 7.91, -3.97], [4.48, 8.89, -4.96], [6.15, 9.91, -3.50], [3.93, 8.54, -0.08], [2.20, 7.66, -1.67], [3.90, -0.09, -9.52], [5.03, -0.69, -10.38], [6.10, -1.09, -9.95], [4.79, -0.47, -11.86], [4.02, 0.99, -9.45], [3.98, -0.51, -8.52], [2.98, -0.46, -9.97], [5.23, 0.44, -12.27], [3.75, -0.33, -12.18], [5.23, -1.31, -12.41], [-1.26, -8.56, 6.32], [-1.54, -7.11, 5.90], [-0.72, -6.52, 5.14], [-2.73, -6.38, 6.50], [-0.65, -9.13, 5.61], [-2.25, -9.02, 6.39], [-0.93, -8.65, 7.36], [-3.60, -7.00, 6.27], [-2.89, -5.36, 6.15], [-2.73, -6.34, 7.59], [-4.96, 3.17, -3.37], [-4.93, 2.25, -4.55], [-5.44, 1.13, -4.62], [-4.10, 2.72, -5.83], [-5.56, 4.04, -3.64], [-3.97, 3.38, -2.96], [-5.56, 2.71, -2.59], [-3.04, 2.52, -5.64], [-4.33, 3.76, -6.05], [-4.36, 2.14, -6.71], [3.29, -3.89, -0.44], [2.53, -5.04, -1.12], [2.65, -5.17, -2.34], [1.49, -5.83, -0.36], [2.70, -3.30, 0.26], [3.72, -3.11, -1.06], [4.10, -4.35, 0.12], [1.96, -6.55, 0.31], [0.86, -6.44, -1.01], [0.80, -5.10, 0.06], [6.55, 2.87, -0.13], [5.83, 2.33, 1.10], [6.01, 1.17, 1.39], [5.09, 3.28, 1.95], [6.11, 3.78, -0.54], [6.40, 2.12, -0.91], [7.61, 2.87, 0.12], [5.68, 3.82, 2.69], [4.38, 2.73, 2.58], [4.50, 3.97, 1.36], [-7.08, -6.48, 2.22], [-7.75, -5.59, 3.23], [-7.33, -4.47, 3.66], [-9.05, -6.11, 3.68], [-6.04, -6.14, 2.28], [-7.46, -6.47, 1.20], [-7.21, -7.52, 2.51], [-9.44, -6.90, 3.03], [-9.76, -5.29, 3.72], [-9.01, -6.42, 4.72], [-7.48, -5.01, -3.76], [-6.19, -5.67, -4.23], [-5.19, -5.70, -3.53], [-6.14, -6.28, -5.64], [-8.09, -5.86, -3.43], [-8.07, -4.42, -4.46], [-7.33, -4.36, -2.89], [-5.27, -6.93, -5.73], [-6.12, -5.49, -6.40], [-7.00, -6.93, -5.78], [6.28, 4.33, -7.02], [6.39, 5.20, -8.24], [7.24, 6.13, -8.34], [5.54, 4.84, -9.42], [5.27, 4.02, -6.77], [6.82, 4.77, -6.19], [6.88, 3.50, -7.39], [4.55, 4.52, -9.12], [6.05, 4.12, -10.06], [5.53, 5.67, -10.13], [-1.23, -0.96, 10.15], [-2.44, -0.91, 11.01], [-3.21, -1.89, 10.98], [-2.56, 0.41, 11.79], [-1.18, -1.94, 9.69], [-0.34, -0.74, 10.75], [-1.37, -0.25, 9.34], [-2.98, 1.16, 11.12], [-1.55, 0.61, 12.14], [-3.33, 0.16, 12.53], [5.87, -1.46, 7.04], [4.50, -2.03, 6.92], [4.00, -2.81, 7.71], [3.72, -1.56, 5.72], [6.05, -1.36, 8.11], [5.88, -0.50, 6.52], [6.72, -1.99, 6.60], [4.13, -2.00, 4.81], [3.54, -0.50, 5.54], [2.76, -2.06, 5.83], [-6.48, 2.16, 6.77], [-5.74, 3.37, 7.25], [-4.54, 3.47, 7.15], [-6.51, 4.58, 7.81], [-6.38, 1.36, 7.50], [-6.13, 1.81, 5.80], [-7.52, 2.47, 6.61], [-7.55, 4.25, 7.86], [-6.47, 5.50, 7.23], [-6.20, 4.73, 8.84], [3.48, 5.46, 10.76], [2.75, 4.38, 9.96], [3.04, 3.19, 10.03], [1.58, 4.92, 9.08], [3.10, 5.42, 11.78], [3.34, 6.41, 10.24], [4.54, 5.21, 10.84], [1.89, 5.77, 8.47], [0.72, 5.12, 9.71], [1.27, 4.14, 8.38]]
}

---

{
  "formula": "C4H6S4",
  "method": "ωB97M-V with the def2-TZVPD basis set",
  "relative_energy_kj_mol": 518.5,
  "homo_lumo_gap_ev": 7.69,
  "symbols": ["C", "C", "C", "C", "H", "H", "H", "H", "H", "H", "S", "S", "S", "S"],
  "coordinates": [[-2.15, -0.13, 0.04], [0.28, -0.06, -1.13], [-0.08, 2.10, 0.61], [0.92, -0.39, 0.25], [-1.31, 0.42, 1.00], [-2.82, 0.64, -0.53], [-2.89, -1.15, 0.84], [0.76, -0.58, -1.91], [0.89, 2.75, 0.91], [-1.31, 2.65, 0.85], [-1.25, -1.30, -1.02], [-0.12, 1.62, -1.16], [0.32, 0.45, 1.59], [1.85, -1.64, 0.61]]
}

---

Total energy (computed, eV): -9933.2918, -17785.6554, -8512.6339, -25574.7991, -98720.5026, -47580.4742